Entry 1:
Computed, not measured: a structure of composition C9H36FeO13S, with the ωB97M-V functional and the def2-TZVPD basis.

The geometry in XYZ format:
```
60
Properties=species:S:1:pos:R:3:forces:R:3
Fe -0.079 -2.326 0.560 -0.0976 0.8634 -0.8675
S -0.118 0.356 0.226 0.4491 4.0767 -1.3115
O 0.836 -0.713 0.016 7.3531 -2.2633 -1.3762
O -1.048 -0.659 0.625 -7.4158 -1.4950 2.7334
O 0.201 1.291 1.274 -0.0525 -1.7576 -1.1344
O -0.395 0.964 -1.056 0.1479 0.0370 0.7291
C -0.834 -1.028 -4.024 0.3976 0.7045 0.3985
O -1.061 -1.002 -2.624 -0.5952 -1.4785 0.1404
H -1.199 -0.072 -4.400 -0.0042 -0.2866 -0.6548
H 0.245 -1.095 -4.163 0.0678 -0.0161 -0.5729
H -1.337 -1.870 -4.500 -0.0843 0.1019 0.1571
H -0.792 -0.146 -2.282 -0.0916 0.1562 0.1434
C -3.186 -2.894 0.069 -0.5644 0.0522 0.7769
O -1.849 -2.879 -0.522 -1.1814 -0.5518 0.8642
H -3.200 -2.396 1.039 0.5467 -0.1282 0.0034
H -3.948 -2.336 -0.476 0.5421 0.0844 -0.6442
H -3.554 -3.914 0.177 0.2746 -0.0641 -0.0140
H -2.037 -2.960 -1.460 0.7685 0.4565 -0.5365
C 2.171 -2.921 -1.547 1.4083 0.2461 -0.6430
O 0.827 -3.137 -1.139 -0.5728 0.0115 0.9896
H 2.581 -3.912 -1.739 0.3536 0.2820 -0.2025
H 2.228 -2.247 -2.401 -0.3538 -0.3600 -0.3433
H 2.794 -2.383 -0.832 -0.5888 -0.3556 0.6235
H 0.397 -3.639 -1.835 -0.3263 0.0362 -0.0189
C -2.399 3.303 -0.150 0.7908 0.4917 0.6633
O -1.800 3.119 -1.399 -0.6207 0.1005 -1.1614
H -3.303 3.906 -0.232 0.0838 -0.0820 -0.1265
H -2.627 2.384 0.391 -0.2544 -0.3813 -0.1477
H -1.657 3.822 0.456 -0.2831 0.3360 0.5406
H -1.218 2.357 -1.364 -0.1418 0.2796 0.1052
C 0.774 2.328 -4.101 -0.2241 -0.3716 0.4238
O 1.540 1.576 -3.176 0.9282 -0.3046 -0.0478
H 1.399 2.630 -4.941 0.0307 -0.1914 0.1204
H -0.017 1.654 -4.430 -0.3207 0.5549 -0.5100
H 0.374 3.221 -3.620 -0.2330 0.0605 -0.1244
H 0.963 1.215 -2.499 -0.0480 0.3199 0.0231
C 2.413 -1.593 2.358 0.9363 1.9819 0.5243
O 1.660 -2.622 1.714 0.3159 -0.2703 0.2682
H 3.345 -1.388 1.833 -0.1076 -0.1961 -0.2343
H 1.884 -0.641 2.417 -0.4186 -0.2395 -0.5152
H 2.678 -1.761 3.402 -0.2659 -0.9075 -0.0263
H 2.075 -3.435 2.011 -0.2581 -0.5102 -0.2281
C 0.751 2.079 4.201 -1.0049 1.1268 -0.0692
O -0.467 2.268 3.470 0.2880 -0.8300 0.5763
H 1.502 2.707 3.722 0.3211 0.1330 0.4922
H 0.452 2.401 5.198 0.7930 0.0376 0.1335
H 1.143 1.063 4.246 -0.2421 -0.4476 -0.0969
H -0.250 1.934 2.596 -0.6271 0.3980 0.1985
C -0.997 -1.591 3.580 0.1011 2.1819 0.7983
O -0.874 -2.463 2.462 -0.7805 -1.4717 0.3012
H -0.885 -0.565 3.230 0.0628 0.0198 0.0043
H -1.995 -1.653 4.013 0.0209 -0.1882 -0.1175
H -0.260 -1.767 4.364 0.1081 -0.3626 -0.2420
H -1.498 -3.144 2.724 0.0610 -0.7182 -0.6322
C 1.740 3.569 -0.544 0.9894 0.1832 -0.8209
O 1.454 3.452 0.787 -0.3764 0.5494 2.0720
H 0.871 3.850 -1.139 -0.0431 -0.1553 -0.2936
H 2.496 4.350 -0.627 -0.0607 0.1201 -0.2566
H 2.224 2.649 -0.871 -0.1297 -0.1038 -0.7132
H 0.868 2.705 0.930 0.2287 0.5051 -0.1210
```
Forces are in eV/Å.

Properties
calculated total energy: -3004.0740 Ha
molar mass: 440.29 g mol⁻¹
<S²>: 8.76
multiplicity: 6
total charge: +1

Entry 2:
Computed, not measured: a structure of composition C9H36HfN19O12, with the ωB97M-V functional and the def2-TZVPD basis.

The geometry in XYZ format:
```
77
Properties=species:S:1:pos:R:3:forces:R:3
Hf 2.139 25.703 19.744 10.0974 2.5897 2.4683
N 5.821 25.745 20.117 2.3686 2.2858 0.8138
O 6.076 26.884 20.628 -0.9164 -1.2387 -0.8474
O 4.639 25.327 20.093 -2.6969 -1.1969 -0.5727
O 6.726 25.037 19.697 -1.1451 0.3946 0.2063
C 5.367 21.523 19.478 0.1550 0.7364 -3.1296
O 5.188 21.927 18.330 -0.4689 0.1282 -0.9432
N 5.332 22.331 20.481 -0.6352 2.5822 3.4335
N 5.658 20.308 19.809 0.7702 -3.8814 0.6560
H 5.373 21.915 21.400 0.0413 0.8854 0.0201
H 5.162 23.311 20.303 0.0441 -0.2401 0.4431
H 5.898 19.625 19.105 -0.1106 0.1091 0.0756
H 5.987 20.146 20.750 0.1026 -0.3932 -0.4014
C 9.698 22.870 20.198 0.3406 -0.9248 -0.9504
O 10.654 22.187 19.961 1.7906 -1.0185 0.0239
N 9.646 23.819 21.078 1.5385 3.3429 3.9897
N 8.566 22.708 19.572 -3.6574 -1.3180 -2.4547
H 10.544 24.006 21.501 -0.1137 0.2378 0.0925
H 8.905 24.476 21.277 -0.0009 -0.3858 -0.6004
H 8.574 21.984 18.867 -0.0537 0.1789 -0.2809
H 7.866 23.431 19.494 0.3032 -0.2738 -0.0079
C 3.337 27.860 22.408 0.0754 0.5516 4.0984
O 2.987 27.100 21.533 -2.8369 -5.3706 -6.0216
N 2.946 29.093 22.419 -0.1299 2.4920 0.5958
N 3.877 27.358 23.533 0.3449 -0.0482 -0.8037
H 3.022 29.523 23.330 -0.0133 0.7691 -0.3935
H 2.684 29.634 21.607 -0.0221 -0.2505 0.2557
H 4.365 27.947 24.193 0.0553 -0.0824 -0.0285
H 4.148 26.391 23.422 0.3972 -0.3912 0.4161
C 3.823 28.493 18.359 -1.3080 2.3079 0.3398
O 3.131 27.754 19.063 -3.6396 -4.3204 1.1567
N 3.405 29.334 17.462 -3.0113 1.2222 -3.5439
N 4.991 28.864 18.713 4.1122 -0.7275 0.8388
H 3.950 30.147 17.212 -0.0279 -0.1739 0.0847
H 2.519 29.324 16.978 -0.0784 -0.4194 0.2842
H 5.452 29.306 17.930 1.1645 0.0166 0.8976
H 5.438 28.341 19.452 0.7296 -0.0795 0.1298
C 6.502 30.824 22.437 1.1274 1.6086 2.1039
O 7.018 30.588 23.492 0.6907 -1.8210 1.4241
N 6.170 29.958 21.492 -1.2087 -1.9291 -2.4524
N 6.208 32.099 22.168 -0.9469 1.9298 -1.7463
H 6.163 30.337 20.555 0.0267 -0.3864 0.1487
H 6.320 28.964 21.595 0.3296 0.3492 0.1661
H 6.844 32.815 22.487 -0.2247 -0.1621 0.2610
H 5.733 32.286 21.296 0.1957 0.3949 0.1369
C 6.449 24.395 23.240 -4.0148 -2.3325 0.0184
O 5.261 24.572 23.010 -3.0354 -0.0952 -0.2205
N 6.974 23.310 23.702 2.5381 -3.0565 1.2869
N 7.271 25.298 22.974 4.3865 5.6651 -1.2918
H 7.977 23.413 23.647 0.1117 -1.1922 0.4386
H 6.635 22.358 23.692 -0.3581 0.5506 0.0510
H 6.859 26.190 22.741 0.5040 0.0548 -0.0001
H 8.233 25.259 23.282 -0.1493 0.3791 -0.0377
C 3.896 25.410 16.473 -0.7036 -5.1309 -3.9907
O 3.443 25.413 17.590 -3.5241 0.7721 6.2756
N 3.586 24.459 15.565 -0.9132 0.2630 -0.0846
N 4.889 26.076 16.032 3.3078 4.2823 -0.1343
H 4.143 24.511 14.723 -0.4742 -0.8950 -0.0206
H 2.985 23.667 15.741 0.0690 0.2557 -0.0841
H 5.422 26.668 16.653 -0.1720 0.1757 -0.2697
H 5.094 26.106 15.043 0.2712 0.0382 0.2666
C 8.047 23.650 16.342 2.8706 -2.9282 -1.0778
O 8.651 22.576 16.338 0.5193 0.5843 -0.3856
N 8.375 24.768 15.745 2.4322 1.9855 -1.8916
N 6.916 23.742 16.899 -6.1228 0.1318 3.5372
H 7.785 25.586 15.800 0.5967 -0.3335 -0.4371
H 9.160 24.658 15.119 0.0076 0.8441 0.0006
H 6.557 24.641 17.188 0.0182 -0.4799 0.0165
H 6.532 22.919 17.339 -0.2417 0.0574 0.2331
C 2.545 22.872 21.918 1.3281 -3.7090 4.1978
O 2.683 23.927 21.344 -0.8563 6.8710 -4.1387
N 2.234 21.784 21.315 -1.9227 -3.2364 -2.0958
N 2.879 22.651 23.224 -0.0083 1.1596 0.1212
H 2.041 21.670 20.331 -0.0153 0.4783 0.0689
H 2.047 20.944 21.844 0.2395 0.0209 -0.0383
H 3.592 23.202 23.679 -0.0700 0.7743 -0.2495
H 2.723 21.768 23.687 -0.1735 -0.0345 -0.4468
```
Forces are in eV/Å.

Properties
molar mass: 781.00 g mol⁻¹
energy above the lowest of the compared OMol25 structures with the same formula, charge and spin: 3.260 eV
total charge: +3

Entry 3:
Computed, not measured: a cluster of 9 separate species, C9H36N18O9 in total, with the ωB97M-V functional and the def2-TZVPD basis.

The geometry in XYZ format:
```
72
Properties=species:S:1:pos:R:3:forces:R:3
N -1.526 0.804 0.068 0.4217 0.1362 -0.0979
C -0.545 0.152 -0.591 0.4258 -0.3798 0.7897
N -0.997 -0.897 -1.328 -0.0458 1.1320 0.5199
O 0.674 0.435 -0.450 -0.6874 0.2819 -1.1137
H -1.284 1.596 0.638 0.2032 -0.0033 -0.0181
H -2.428 0.365 0.174 -0.2753 0.1898 -0.0001
H -0.361 -1.479 -1.841 -0.1295 -0.4250 0.2034
H -1.990 -1.018 -1.231 0.0566 -0.7701 -0.6322
N 2.586 4.047 2.637 -0.3267 -0.2794 -0.5435
C 2.747 2.728 2.943 1.1300 -0.2654 0.8525
N 1.726 1.902 2.527 0.3520 -0.3189 -0.4712
O 3.708 2.326 3.591 -0.5972 0.3169 -0.2781
H 3.122 4.715 3.154 -0.0132 0.1253 -0.1020
H 1.781 4.270 2.080 -0.0842 0.5005 0.2567
H 2.018 0.925 2.604 -0.2325 0.4197 -0.0051
H 1.198 2.199 1.702 0.1136 -0.3592 0.3139
N 2.062 -1.108 1.359 0.2887 -0.5055 0.7755
C 2.212 -1.417 2.686 0.0055 -0.1901 0.0032
N 1.563 -2.580 3.023 0.0846 -0.0889 0.0837
O 2.841 -0.744 3.487 -0.1580 -0.1976 -0.3863
H 1.456 -1.688 0.814 -0.0301 0.2831 -0.5110
H 2.547 -0.333 0.953 -0.2031 0.0605 -0.0116
H 0.977 -3.054 2.365 -0.0767 -0.0964 -0.0120
H 1.569 -2.903 3.971 0.0263 0.2193 0.0762
N -2.415 -6.103 -1.703 0.1794 -0.9675 -0.1028
C -1.743 -4.930 -1.870 -1.1588 1.3247 0.1577
N -0.452 -5.044 -2.242 -0.7224 -0.0428 0.2041
O -2.292 -3.830 -1.708 0.2267 -0.6070 0.1528
H -3.366 -6.185 -1.403 -0.0941 0.6184 0.0031
H -1.963 -6.982 -1.874 0.1007 0.0192 0.0502
H -0.166 -5.968 -2.497 0.8420 0.2673 -0.1664
H 0.057 -4.170 -2.313 0.4923 -0.5078 -0.1665
N 2.728 -0.921 -1.851 0.0004 -0.2825 -0.0725
C 2.464 -2.220 -2.118 -0.3801 -0.6813 -0.6572
N 3.491 -2.898 -2.738 -0.1467 0.1425 0.3119
O 1.363 -2.761 -1.973 0.1202 0.5587 -0.1052
H 1.962 -0.291 -1.543 0.4442 -0.2918 0.6536
H 3.711 -0.731 -1.787 -0.0942 0.7799 0.1359
H 3.314 -3.861 -2.964 0.1184 -0.0562 0.2248
H 4.438 -2.604 -2.582 0.1171 -0.1506 -0.1541
N 0.770 0.053 -3.872 -0.1836 -0.7264 -0.2646
C 0.922 1.307 -4.315 -1.1109 2.0419 -0.1566
N 2.184 1.842 -4.240 -0.4463 -0.9936 -0.0825
O -0.042 1.992 -4.679 0.8040 -0.4810 0.2223
H -0.167 -0.305 -3.954 0.1551 -0.1946 0.0542
H 1.540 -0.519 -3.575 -0.1779 -0.0226 -0.0872
H 2.918 1.212 -3.978 0.4501 0.5562 0.1243
H 2.250 2.838 -4.297 0.3624 -0.0063 -0.1090
N 0.637 3.378 -1.378 0.1612 0.7704 0.0366
C 0.381 3.990 -0.207 -0.6767 -1.2735 0.7172
N 0.547 5.335 -0.187 0.0670 0.5328 0.0813
O -0.008 3.344 0.787 0.4327 0.9360 -0.2493
H 0.727 3.993 -2.164 0.0523 -0.5846 -0.5114
H 0.560 2.373 -1.438 -0.0706 0.0136 -0.0396
H 0.887 5.841 -0.982 0.1141 -0.0623 -0.0872
H 0.499 5.848 0.674 -0.2401 -0.2201 0.0896
N -1.670 2.414 3.628 -0.7447 -0.0959 0.0947
C -1.198 2.317 4.915 -0.0875 0.4367 -0.0224
N 0.134 2.088 4.972 -0.0190 0.0047 0.4472
O -1.913 2.452 5.907 0.1895 -0.2956 -0.5627
H -2.645 2.631 3.525 0.1029 0.0860 -0.0089
H -1.064 2.532 2.841 0.1947 0.0865 -0.0858
H 0.724 2.047 4.134 -0.2459 -0.2104 0.6439
H 0.458 1.968 5.916 0.4561 0.0077 -0.2556
N -6.419 -0.700 0.453 0.8298 -0.2733 -0.1157
C -5.133 -1.030 0.124 0.9688 0.7247 -0.1410
N -4.967 -2.294 -0.339 -0.1128 -0.3330 -0.0144
O -4.191 -0.239 0.246 -0.5864 -0.4381 0.1091
H -6.597 0.286 0.527 -0.3480 -0.1229 -0.0187
H -7.099 -1.377 0.170 -0.6452 0.4050 0.1341
H -4.054 -2.626 -0.617 0.0131 0.1139 -0.0676
H -5.759 -2.733 -0.769 0.0484 -0.2902 -0.0355
```
Forces are in eV/Å.

Properties
SMILES: NC(N)=O.NC(N)=O.NC(N)=O.NC(N)=O.NC(N)=O.NC(N)=O.NC(N)=O.NC(N)=O.NC(N)=O
molar mass: 540.50 g mol⁻¹
energy above the lowest of the compared OMol25 structures with the same formula, charge and spin: 0.489 eV
total charge: 0

Entry 4:
Computed, not measured: a structure of composition C9H36N18O9Y, with the ωB97M-V functional and the def2-TZVPD basis.

The geometry in XYZ format:
```
73
Properties=species:S:1:pos:R:3:forces:R:3
Y -0.012 0.023 -0.108 0.0470 0.4122 1.1671
C -1.897 2.349 -1.893 0.3267 1.1777 0.7894
O -1.256 1.668 -1.139 0.3035 -1.4204 2.0329
N -2.896 3.144 -1.613 -2.9740 0.8070 2.9085
N -1.540 2.578 -3.103 2.1207 -0.1256 -5.4852
H -3.517 3.490 -2.330 0.0323 0.0937 0.4906
H -3.149 3.172 -0.636 -0.5943 0.1057 -0.3508
H -2.000 3.348 -3.567 0.5710 -0.1985 -0.3046
H -0.583 2.379 -3.358 -0.3475 -0.1287 -0.1403
C 2.053 2.932 -1.186 0.6415 -1.4300 1.4366
O 1.291 2.035 -0.763 0.9778 1.7028 -0.6853
N 2.413 3.142 -2.452 -0.7950 -0.5641 -1.8721
N 2.832 3.732 -0.428 0.1307 0.2723 2.0116
H 1.841 2.755 -3.190 0.4323 0.3885 -0.0724
H 3.135 3.832 -2.602 -0.4714 -0.2566 -0.7933
H 2.931 3.578 0.565 -0.3099 0.0583 -0.2093
H 3.506 4.357 -0.846 -0.2629 -0.0791 0.2527
C 0.536 1.929 2.935 -0.4339 -0.6841 -0.8301
O 0.504 1.461 1.832 0.8419 -1.5927 -3.2182
N -0.507 2.365 3.516 -3.8191 2.3404 2.3196
N 1.538 2.015 3.753 4.8920 -0.4513 1.1179
H -1.433 2.217 3.142 0.4070 0.4126 0.4276
H -0.244 2.806 4.386 -1.8039 0.0558 0.0997
H 2.389 1.539 3.493 0.0734 0.5518 0.3040
H 1.502 2.633 4.551 0.5311 -0.4563 -0.1327
C -2.943 -1.142 -1.556 2.0028 -2.3134 6.2480
O -1.807 -1.060 -1.048 -0.4816 -0.7554 0.1899
N -3.188 -0.732 -2.686 -1.4162 3.1053 -7.3587
N -3.993 -1.740 -0.979 -0.2538 -0.7836 1.6520
H -4.152 -0.812 -2.977 0.4673 0.4283 -0.9482
H -2.470 -0.215 -3.174 -0.5916 0.2396 -0.1583
H -4.917 -1.671 -1.381 0.1633 -0.3339 0.3772
H -3.817 -2.274 -0.141 -0.4234 0.2424 -0.1950
C -0.086 -1.817 2.976 3.4135 3.0414 -2.4807
O -0.061 -1.208 1.864 -1.3976 -1.9357 1.7067
N 0.910 -1.719 3.805 3.8667 1.6506 1.1149
N -0.903 -2.601 3.541 -6.6978 -3.7892 -0.9930
H 0.875 -2.316 4.619 1.0543 0.5642 -0.1129
H 1.740 -1.292 3.420 0.1521 -0.0625 0.7466
H -1.536 -3.003 2.864 -0.5442 -0.3233 0.5834
H -0.741 -3.144 4.377 0.0518 0.2057 -0.3493
C 3.358 -0.863 0.754 -3.5064 -0.1522 0.4987
O 2.173 -0.484 0.535 2.0540 0.3605 -0.4663
N 3.596 -2.029 1.261 -0.8688 -3.7207 1.0400
N 4.456 -0.198 0.677 2.2130 4.3383 -0.9941
H 2.780 -2.619 1.342 0.5388 -0.4893 0.1575
H 4.515 -2.250 1.616 -0.5386 -0.5678 -0.0136
H 4.303 0.799 0.737 0.6828 0.0866 -0.3851
H 5.338 -0.579 0.988 -0.1925 0.2973 -0.1320
C 0.803 -0.400 -3.357 2.6873 -1.4212 -3.1099
O 0.521 -0.065 -2.275 -2.6700 1.8256 4.8734
N 0.084 -1.053 -4.222 -2.7913 -1.4479 -2.0133
N 2.057 -0.217 -3.729 2.5595 0.8617 -1.0234
H 0.409 -1.205 -5.166 -0.1176 0.0100 0.2007
H -0.892 -1.252 -4.052 0.3384 -0.1220 0.0711
H 2.517 0.499 -3.185 0.4779 -0.3141 -0.2219
H 2.399 -0.462 -4.647 0.1102 0.2600 0.1988
C -2.843 0.503 2.198 1.3031 -1.5890 -1.2742
O -2.178 0.403 1.147 -1.3617 0.5667 1.0570
N -3.164 1.623 2.814 -0.1657 3.4890 0.0226
N -3.289 -0.512 2.933 -0.1166 -1.7273 0.1335
H -3.495 1.654 3.768 -0.2853 0.1172 -0.4021
H -3.044 2.496 2.320 -0.1928 -0.0522 0.1751
H -3.593 -0.279 3.867 -0.3116 -0.8886 -0.2730
H -3.267 -1.455 2.571 0.1005 0.3260 0.4913
C 0.703 -3.328 -1.155 1.0982 -3.9980 -1.4784
O 0.532 -2.245 -0.762 -0.7217 5.4716 1.7796
N -0.219 -4.246 -1.307 -4.2294 -1.8384 -0.0253
N 1.864 -3.849 -1.508 3.1158 -0.0553 -0.4628
H -1.164 -3.939 -1.486 0.0717 -0.1760 0.4635
H -0.030 -5.224 -1.473 -0.0030 0.3715 -0.1385
H 2.584 -3.187 -1.760 0.2477 -0.4610 0.1502
H 1.839 -4.768 -1.926 0.5915 0.4669 -0.1858
```
Forces are in eV/Å.

Properties
molar mass: 629.41 g mol⁻¹
energy above the lowest of the compared OMol25 structures with the same formula, charge and spin: 0.000 eV
total charge: +3